Formula: C4H8N2S
Source: the OMol25 dataset
Level of theory: ωB97M-V with the def2-TZVPD basis set

Energy relative to the best compared isomer or geometry (same formula, charge and spin) (kcal per mole): 119.89
E_HOMO (spin up / spin down) (eV): -7.587 / -8.330

Structure (XYZ):
```
15
Properties=species:S:1:pos:R:3:lowdin_charge:R:1
C -0.816 0.055 -0.762 -0.541
C -0.715 -0.993 0.530 -0.390
C -2.193 0.304 -1.146 -0.061
C 2.895 0.614 0.911 -0.204
N 0.172 0.607 -1.162 0.199
N 1.713 -0.170 0.713 -0.481
S 0.481 -0.316 1.614 0.893
H -1.721 -1.016 0.914 0.058
H -0.555 -1.857 -0.012 0.054
H -2.627 0.989 -0.457 0.083
H -2.785 -0.549 -0.799 0.078
H -2.219 0.547 -2.197 0.089
H 3.602 0.228 0.160 0.078
H 2.711 1.630 0.951 0.035
H 3.376 0.486 1.995 0.109
```



Formula: C11H20BaNO17
Source: the OMol25 dataset
Level of theory: ωB97M-V with the def2-TZVPD basis set

Net charge: -3
Energy relative to the best compared isomer or geometry (same formula, charge and spin) (kcal per mole): 149.98
E_HOMO (eV): -0.688

Structure (XYZ):
```
50
Properties=species:S:1:pos:R:3:lowdin_charge:R:1
Ba 0.175 -0.920 0.838 1.864
O 8.132 0.609 1.229 0.048
C 7.019 0.722 1.941 -0.930
O 5.957 0.487 1.331 -0.105
O 6.987 0.972 3.168 -0.085
H 8.777 0.581 1.939 0.082
O -4.398 -0.684 3.440 0.059
C -5.209 0.283 3.688 -1.005
O -5.530 1.089 2.835 -0.049
O -5.754 0.260 4.808 -0.082
H -4.493 -1.121 4.290 0.092
O -0.171 5.497 4.656 0.050
C 0.215 4.543 5.483 -0.978
O 0.302 4.755 6.703 -0.078
O 0.440 3.454 4.979 -0.057
H -0.525 6.030 5.373 0.078
O 4.881 -5.754 4.866 0.059
C 4.084 -4.785 5.235 -1.022
O 3.108 -4.465 4.538 -0.104
O 4.351 -4.135 6.184 -0.009
H 5.678 -5.808 5.399 0.092
O 1.544 -1.745 -6.749 0.055
C 2.568 -1.574 -5.962 -0.964
O 3.558 -1.094 -6.539 -0.088
O 2.585 -1.894 -4.760 -0.076
H 1.975 -1.302 -7.484 0.080
C -2.184 -3.393 -0.811 -0.139
O -2.008 -2.321 -1.718 -0.205
C -3.176 -1.911 -2.353 -0.236
C -3.177 -0.667 -3.206 -0.215
N -2.671 0.408 -2.396 -0.086
C -2.200 1.536 -3.233 -0.163
C -1.497 2.682 -2.359 -0.188
O -0.280 2.235 -1.730 -0.248
C 0.600 3.329 -1.396 -0.075
H -1.290 -4.011 -0.716 0.091
H -2.885 -4.144 -1.176 0.091
H -2.582 -3.213 0.187 0.087
H -3.871 -1.688 -1.543 0.128
H -3.630 -2.714 -2.934 0.128
H -4.201 -0.384 -3.451 0.125
H -2.628 -0.695 -4.147 0.129
H -3.462 0.707 -1.845 0.115
H -2.880 1.944 -3.981 0.113
H -1.370 1.030 -3.725 0.119
H -2.118 3.146 -1.593 0.120
H -1.284 3.419 -3.134 0.109
H 0.000 4.186 -1.089 0.092
H 1.130 3.539 -2.326 0.089
H 1.408 2.978 -0.754 0.092
```



Formula: C9H19N3
Source: the OMol25 dataset
Level of theory: ωB97M-V with the def2-TZVPD basis set

Net charge: +2
Energy relative to the best compared isomer or geometry (same formula, charge and spin) (kcal per mole): 40.59
E_HOMO (eV): -17.898

Structure (XYZ):
```
31
Properties=species:S:1:pos:R:3:lowdin_charge:R:1
C -3.463 0.467 -0.974 -0.164
C -1.970 -0.077 0.969 -0.131
C -4.568 -0.229 -1.143 0.164
C 0.441 0.431 -0.487 -0.081
C 2.522 -0.250 -1.552 0.008
C 0.731 -1.963 -0.519 0.021
C 2.473 -0.461 0.790 -0.051
C 0.962 2.204 1.124 -0.034
C 1.504 -0.526 -0.423 -0.525
N -2.683 0.316 0.115 0.200
N -1.395 -0.492 2.000 0.236
N 0.289 1.511 0.132 0.039
H -3.085 1.065 -1.769 0.121
H -4.802 -1.089 -0.408 0.139
H -5.202 -0.179 -1.939 0.063
H -0.368 0.242 -1.247 0.175
H 2.715 0.806 -1.554 0.104
H 2.108 -0.435 -2.465 0.065
H 3.341 -0.964 -1.358 0.128
H 1.331 -2.440 -1.346 0.117
H 1.132 -2.562 0.326 0.089
H -0.388 -1.871 -0.450 0.080
H 3.062 0.468 0.763 0.095
H 3.077 -1.348 0.655 0.096
H 1.972 -0.442 1.811 0.105
H 0.244 2.588 1.881 0.124
H 1.756 1.643 1.680 0.101
H 1.435 3.180 0.801 0.149
H -1.917 -0.303 2.885 0.195
H -0.775 -1.343 1.995 0.182
H -0.480 2.052 -0.295 0.189
```



Formula: C3H4N2O
Source: the OMol25 dataset
Level of theory: ωB97M-V with the def2-TZVPD basis set

Energy relative to the best compared isomer or geometry (same formula, charge and spin) (kcal per mole): 103.72
E_HOMO (eV): -8.606

Structure (XYZ):
```
10
Properties=species:S:1:pos:R:3:lowdin_charge:R:1
O 0.787 1.439 1.035 0.096
C 0.173 0.532 0.262 -0.392
C -0.470 -0.649 0.536 -0.106
C -0.813 -1.232 -0.738 -0.217
N -0.435 -0.362 -1.718 0.009
N 0.119 0.687 -1.066 0.051
H 0.845 1.062 1.922 0.123
H -0.737 -1.053 1.500 0.107
H 0.019 -1.901 -0.174 0.163
H 0.511 1.478 -1.559 0.168
```



Formula: C38H45GeN5OPdS2
Source: the OMol25 dataset
Level of theory: ωB97M-V with the def2-TZVPD basis set

Net charge: +4
E_HOMO (spin up / spin down) (eV): -18.358 / -18.364

Structure (XYZ):
```
93
Properties=species:S:1:pos:R:3:lowdin_charge:R:1
Pd -0.107 -0.315 -0.115 0.717
C 6.339 -0.212 0.251 -0.042
C 5.335 -1.328 0.023 -0.180
N 4.244 -0.849 -0.822 0.076
C 3.045 -0.473 -0.452 -0.684
S 1.928 0.255 -1.526 0.846
N 2.742 -0.713 0.900 0.125
N 1.601 -0.184 1.234 -0.047
C 1.425 0.471 2.339 -0.204
C 2.534 0.839 3.257 0.046
C 0.039 0.884 2.601 -0.204
C -0.330 1.524 3.788 0.051
C -1.637 1.955 3.943 0.030
C -2.540 1.739 2.913 0.031
C -2.116 1.069 1.768 -0.096
N -0.866 0.654 1.612 -0.017
H 7.164 -0.607 0.840 0.103
H 5.895 0.619 0.794 0.078
H 6.748 0.158 -0.684 0.091
H 4.894 -1.695 0.953 0.122
H 5.783 -2.170 -0.515 0.146
H 4.477 -0.693 -1.801 0.172
H 3.497 0.792 2.756 0.095
H 2.550 0.123 4.081 0.123
H 2.400 1.834 3.674 0.108
H 0.394 1.695 4.569 0.135
H -1.937 2.466 4.847 0.145
H -3.557 2.085 2.981 0.139
H -2.792 0.876 0.941 0.123
C 1.403 -3.128 -1.787 -0.076
C -0.002 -2.987 -2.310 -0.251
O -0.639 -1.763 -1.873 -0.351
C -2.003 -1.756 -2.324 -0.242
C -2.733 -0.614 -1.663 -0.071
H 1.704 -4.168 -1.896 0.108
H 1.469 -2.880 -0.720 0.038
H 2.105 -2.515 -2.343 0.057
H -0.627 -3.832 -1.977 0.118
H -0.016 -2.978 -3.405 0.146
H -2.469 -2.720 -2.070 0.129
H -2.003 -1.664 -3.417 0.142
H -2.622 -0.660 -0.566 0.023
H -3.797 -0.697 -1.879 0.112
H -2.394 0.358 -2.015 0.044
Ge -0.913 -2.412 1.142 1.127
C 0.505 -3.080 2.298 -0.353
C 1.097 -4.261 1.865 -0.107
C 1.994 -4.950 2.678 -0.034
C 2.299 -4.463 3.915 -0.028
C 1.716 -3.287 4.361 -0.035
C 0.821 -2.603 3.553 -0.128
C -2.670 -2.143 2.030 -0.342
C -2.790 -1.841 3.400 -0.115
C -3.991 -1.981 4.063 -0.044
C -5.112 -2.392 3.358 -0.016
C -5.020 -2.667 1.994 -0.034
C -3.811 -2.528 1.337 -0.126
H -1.205 -3.345 -0.025 0.020
H 0.858 -4.669 0.888 0.098
H 2.440 -5.873 2.334 0.130
H 2.985 -5.005 4.556 0.135
H 1.948 -2.919 5.348 0.123
H 0.367 -1.698 3.932 0.085
H -1.910 -1.529 3.948 0.088
H -4.060 -1.779 5.120 0.124
H -6.070 -2.505 3.851 0.131
H -5.900 -3.020 1.473 0.127
H -3.754 -2.793 0.289 0.094
N -0.518 1.845 -1.269 -0.193
S 0.155 2.414 -2.659 1.080
C 0.611 4.114 -2.392 -0.387
C 1.112 4.489 -1.149 -0.084
C 1.541 5.794 -0.982 -0.023
C 1.497 6.689 -2.050 0.008
C 1.025 6.283 -3.294 -0.004
C 0.579 4.986 -3.480 -0.042
C -1.199 2.407 -3.817 -0.411
C -1.064 1.607 -4.940 -0.059
C -2.085 1.607 -5.879 -0.012
C -3.206 2.390 -5.678 0.004
C -3.329 3.186 -4.549 -0.008
C -2.320 3.203 -3.600 -0.053
H -0.585 2.599 -0.591 0.031
H 1.204 3.782 -0.337 0.099
H 1.927 6.113 -0.025 0.128
H 1.843 7.702 -1.915 0.136
H 1.003 6.978 -4.120 0.137
H 0.207 4.673 -4.441 0.126
H -0.175 1.021 -5.090 0.120
H -1.995 1.014 -6.776 0.135
H -3.990 2.398 -6.421 0.139
H -4.204 3.806 -4.421 0.136
H -2.382 3.846 -2.739 0.127
```